Arrangement A

Entry from the Open Molecules 2025 dataset: an isolated molecule of C3H8N2O2S (the ωB97M-V functional and the def2-TZVPD basis).

Atoms and positions in Å:
C  1.89  0.67  -0.83
O  1.51  0.44  0.49
C  1.33  -0.89  0.83
S  0.18  -1.89  -0.18
C  -1.38  -0.93  -0.09
O  -2.45  -1.52  -0.24
N  -1.33  0.42  0.15
N  -2.50  1.16  0.14
H  2.41  1.63  -0.87
H  1.03  0.66  -1.52
H  2.56  -0.11  -1.21
H  1.04  -0.87  1.85
H  2.29  -1.45  0.69
H  -0.56  0.82  0.62
H  -2.95  1.05  -0.75
H  -3.06  0.80  0.91

Output
Structure (SMILES): COCSC(=O)NN
Net charge: 0
LUMO level, Eh: 0.02409

***

Arrangement B

Entry from the Open Molecules 2025 dataset: an isolated molecule of C3H8N2O2S (the ωB97M-V functional and the def2-TZVPD basis).

Atoms and positions in Å:
C  -2.01  0.63  0.21
C  -0.97  1.43  -0.47
C  0.13  0.15  1.31
N  -0.78  1.02  0.89
N  2.20  -2.55  -1.21
O  0.42  -1.32  -2.40
O  0.46  -1.05  0.25
S  0.58  -2.14  -1.22
H  -3.03  1.08  0.47
H  -1.89  -0.46  -0.03
H  -0.33  1.00  -1.19
H  -1.15  2.41  -0.93
H  -0.33  -0.33  2.13
H  1.06  0.79  1.70
H  2.79  -1.78  -1.66
H  2.66  -2.69  -0.32

Output
Net charge: 0
LUMO level, Eh: 0.02174

***

Most stable: arrangement A (next structure +0.1210 hartree)

***

Arrangement A

Entry from the Open Molecules 2025 dataset: an isolated molecule of C3H8N4S (the ωB97M-V functional and the def2-TZVPD basis).

Atoms and positions in Å:
H  3.11  0.77  -0.13
N  2.36  0.19  -0.47
C  1.22  0.76  -0.47
C  0.90  2.14  0.11
N  0.17  0.05  -1.06
S  -1.45  0.27  -0.77
C  -1.75  -0.52  0.81
N  -1.57  -1.75  1.11
N  -1.07  -2.59  0.19
H  0.22  2.70  -0.58
H  1.86  2.69  0.24
H  0.39  2.07  1.10
H  0.46  -0.91  -1.35
H  -2.22  0.04  1.61
H  -1.31  -2.33  -0.76
H  -1.33  -3.56  0.42

Output
Structure (SMILES): [H]/N=C(\C)NS/C=N\N
Net charge: 0
LUMO level, Eh: 0.02696

***

Arrangement B

Entry from the Open Molecules 2025 dataset: an isolated molecule of C3H8N4S (the ωB97M-V functional and the def2-TZVPD basis).

Atoms and positions in Å:
C  1.26  1.35  0.94
N  1.81  0.07  0.38
C  0.96  -0.66  -0.26
N  1.41  -1.91  -0.90
C  -0.58  -0.58  -0.03
S  -1.33  -1.82  0.89
N  -1.12  0.62  -0.44
N  -2.34  0.94  -0.45
H  2.03  1.67  1.67
H  1.02  2.12  0.11
H  0.33  1.13  1.27
H  0.48  -2.59  -0.91
H  2.32  -2.28  -0.42
H  -0.49  1.06  -1.26
H  -2.76  0.54  0.56
H  -3.01  0.34  -1.14

Output
Structure (SMILES): C/N=C(/N)C(=S)NN
Net charge: 0
LUMO level, Eh: -0.00688

***

Arrangement C

Entry from the Open Molecules 2025 dataset: an isolated molecule of C3H8N4S (the ωB97M-V functional and the def2-TZVPD basis).

Atoms and positions in Å:
H  2.51  -1.43  -0.41
N  2.63  -0.56  -0.92
C  1.65  0.23  -0.76
N  0.52  0.06  0.05
C  0.32  -1.11  0.89
C  -0.48  1.05  -0.01
N  -0.39  2.30  -0.14
H  0.56  2.65  -0.36
N  -1.81  0.62  0.14
S  -2.39  -0.69  -0.86
H  1.55  1.17  -1.35
H  0.02  -1.99  0.30
H  1.27  -1.35  1.40
H  -0.49  -0.93  1.61
H  -2.48  1.37  0.30
H  -2.98  -1.39  0.12

Output
Structure (SMILES): [H]/N=C\N(C)/C(=N\[H])NS
Net charge: 0
LUMO level, Eh: 0.01994

***

Arrangement D

Entry from the Open Molecules 2025 dataset: a structure of composition C3H8N4S (the ωB97M-V functional and the def2-TZVPD basis).

Atoms and positions in Å:
C  -0.03  1.33  -0.96
C  0.99  0.26  -0.65
C  -1.52  -1.33  -0.57
H  -0.91  1.05  -2.06
H  0.74  2.37  -1.52
H  -0.79  1.57  0.17
H  -2.01  -1.75  -1.31
H  -2.26  0.64  1.82
H  -0.49  0.23  1.08
H  3.08  -0.55  1.53
H  1.60  -1.38  1.01
N  -2.09  -0.48  0.23
N  -1.50  0.15  1.21
N  2.21  0.30  -0.09
N  2.61  -0.89  0.74
S  0.37  -1.52  -0.64

Output
Net charge: 0
LUMO level, Eh: 0.02503

***

Most stable: arrangement C (next structure +0.0178 hartree)

***

Arrangement A

Entry from the Open Molecules 2025 dataset: an isolated molecule of C2H4N2OS (the ωB97M-V functional and the def2-TZVPD basis).

Atoms and positions in Å:
N  1.08  -0.80  -0.41
C  -0.19  -0.31  -0.26
C  -0.48  0.77  0.78
S  0.84  1.36  1.46
N  -1.27  -0.61  -0.90
O  -0.94  -1.43  -1.94
H  1.72  -0.86  0.49
H  1.05  -1.69  -0.87
H  -1.54  1.12  0.87
H  -1.71  -1.76  -2.34

Output
Structure (SMILES): N/C(C=S)=N\O
Net charge: 0
LUMO level, Eh: -0.02139

***

Arrangement B

Entry from the Open Molecules 2025 dataset: an isolated molecule of C2H4N2OS (the ωB97M-V functional and the def2-TZVPD basis).

Atoms and positions in Å:
H  -0.56  -0.49  2.32
N  -1.37  -0.16  1.74
C  -0.92  0.17  0.62
N  -1.65  0.74  -0.35
C  0.57  0.04  0.28
O  1.41  0.07  1.14
S  0.90  -0.44  -1.48
H  -1.35  0.65  -1.32
H  -2.66  0.81  -0.17
H  2.05  0.29  -1.41

Output
Structure (SMILES): [H]/N=C(/N)C(=O)S
Net charge: 0
LUMO level, Eh: -0.00055

***

Arrangement C

Entry from the Open Molecules 2025 dataset: an isolated molecule of C2H4N2OS (the ωB97M-V functional and the def2-TZVPD basis).

Atoms and positions in Å:
N  0.92  -0.66  0.82
N  0.09  0.18  0.05
C  0.06  1.59  0.20
O  -0.73  2.38  -0.19
C  -0.53  -0.43  -0.95
S  -0.78  -2.07  -0.97
H  1.26  -1.63  0.28
H  0.16  -1.10  1.35
H  0.90  1.65  1.05
H  -1.36  0.10  -1.64

Output
Structure (SMILES): NN(C=O)C=S
Net charge: 0
LUMO level, Eh: -0.02068

***

Most stable: arrangement B (next structure +0.0764 hartree)

***

Arrangement A

Entry from the Open Molecules 2025 dataset: a cluster of 2 separate species, C2H8NO2PS in total (the ωB97M-V functional and the def2-TZVPD basis).

Atoms and positions in Å:
C  0.80  0.93  -1.42
C  -0.89  -1.63  0.14
N  1.15  1.04  0.00
O  0.95  0.86  2.30
O  -0.17  -0.93  1.10
P  -0.06  0.71  1.07
S  -3.39  0.36  -0.58
H  0.40  0.01  -1.74
H  0.06  1.65  -1.70
H  1.67  1.12  -1.95
H  0.00  -2.08  -0.44
H  -1.44  -0.94  -0.54
H  -1.57  -2.37  0.49
H  2.00  0.55  0.18
H  0.51  0.71  3.08

Output
Net charge: 0
LUMO level (alpha / beta), Eh: -0.09357 / -0.09451

***

Arrangement B

Entry from the Open Molecules 2025 dataset: an isolated molecule of C2H8NO2PS (the ωB97M-V functional and the def2-TZVPD basis).

Atoms and positions in Å:
C  -2.00  -0.48  -1.52
O  -1.04  -0.43  -0.46
P  0.61  -0.55  -0.87
O  0.91  0.95  -1.53
N  1.34  -0.45  0.62
C  1.10  0.65  1.59
S  0.67  -0.16  3.28
H  -2.79  -1.09  -1.21
H  -1.54  -0.84  -2.40
H  -2.40  0.57  -1.73
H  1.03  0.86  -2.46
H  2.32  -0.71  0.75
H  1.93  1.28  1.62
H  0.23  1.29  1.30
H  -0.37  -0.90  3.00

Output
Structure (SMILES): COP(O)NCS
Net charge: 0
LUMO level, Eh: 0.02904

***

Most stable: arrangement B (next structure +0.1086 hartree)

***

Arrangement A

Entry from the Open Molecules 2025 dataset: the ion C10H16NO with charge +1 (the ωB97M-V functional and the def2-TZVPD basis).

Atoms and positions in Å:
C  -2.74  1.16  0.40
N  -1.58  0.44  -0.14
C  -0.82  -0.41  0.86
C  0.55  -0.70  0.09
C  0.45  -1.82  -0.87
C  1.80  -0.81  1.03
C  2.43  0.67  1.03
C  3.03  0.71  -0.37
C  2.09  0.67  -1.23
C  0.83  0.81  -0.43
C  -0.71  1.44  -0.72
O  1.28  1.42  0.85
H  -2.38  1.96  1.06
H  -3.47  1.62  -0.33
H  -3.52  0.48  0.96
H  -1.79  -0.22  -0.90
H  -1.12  -1.45  1.09
H  -0.58  0.33  1.68
H  -0.55  -2.00  -1.42
H  0.52  -2.90  -0.47
H  1.19  -1.73  -1.68
H  2.39  -1.69  0.67
H  1.48  -1.10  2.08
H  2.96  0.91  1.92
H  4.03  0.58  -0.43
H  2.07  0.71  -2.27
H  -0.64  2.46  -0.25
H  -0.91  1.61  -1.86

Output
Structure (SMILES): C[N@@H+]1C[C@]2(C)C[C@H]3C=C[C@]2(C1)O3
Net charge: +1
LUMO level, Eh: -0.10608

***

Arrangement B

Entry from the Open Molecules 2025 dataset: a cluster of 2 separate species, C10H16NO in total (the ωB97M-V functional and the def2-TZVPD basis).

Atoms and positions in Å:
C  -2.29  -1.48  -0.56
C  -1.64  -0.27  -1.06
C  -1.43  -2.14  0.23
C  -0.34  -0.20  -0.27
C  2.34  -0.77  1.18
C  2.32  -1.50  -0.11
C  2.24  0.03  -0.10
C  0.72  1.65  -1.41
C  -1.31  0.82  1.36
C  0.89  0.49  -0.56
N  -1.52  2.10  1.14
O  -0.29  -1.47  0.45
H  -3.28  -1.80  -0.77
H  -1.25  -0.22  -2.04
H  -1.61  -3.03  0.65
H  1.52  -0.90  1.76
H  3.34  -0.63  1.59
H  3.28  -1.94  -0.32
H  1.51  -2.17  -0.25
H  2.89  0.74  -0.59
H  0.84  2.55  -0.90
H  -0.15  1.57  -1.92
H  1.48  1.80  -2.05
H  -0.64  0.81  2.21
H  -2.06  0.17  1.45
H  -2.17  0.59  -1.04
H  -1.04  2.92  1.38
H  -2.36  2.30  0.56

Output
Net charge: +1
LUMO level, Eh: -0.17077

***

Most stable: arrangement A (next structure +0.0767 hartree)

***

Arrangement A

Entry from the Open Molecules 2025 dataset: an isolated molecule of C3H6N2S (the ωB97M-V functional and the def2-TZVPD basis).

Atoms and positions in Å:
C  -0.51  1.31  0.07
N  0.78  1.36  0.01
N  1.70  0.34  0.10
C  1.18  -1.01  -0.30
C  -0.10  -1.26  0.41
S  -1.56  -0.14  -0.11
H  -1.01  2.27  0.04
H  2.73  0.58  -0.05
H  1.94  -1.86  -0.05
H  0.96  -1.23  -1.42
H  0.06  -1.41  1.47
H  -0.51  -2.26  -0.12

Output
Structure (SMILES): C1=NNCCS1
Net charge: 0
LUMO level, Eh: 0.02900

***

Arrangement B

Entry from the Open Molecules 2025 dataset: a structure of composition C3H6N2S (the ωB97M-V functional and the def2-TZVPD basis).

Atoms and positions in Å:
C  -1.18  -0.36  -0.11
C  -0.16  -1.46  0.15
C  0.87  -0.28  -0.07
H  0.57  1.97  0.92
H  1.02  2.18  -0.56
H  -1.56  -0.47  -1.16
H  -2.12  0.10  0.58
H  -0.03  -2.01  0.97
H  0.18  -2.11  -0.56
N  0.09  2.00  0.08
N  -0.14  0.55  -0.20
S  2.45  -0.12  -0.05

Output
Net charge: 0
LUMO level, Eh: 0.03155

***

Most stable: arrangement A (next structure +0.0486 hartree)